Entry 1:
Entry from the OMol25 dataset: one molecule with the formula C5H7NO (ωB97M-V/def2-TZVPD).

## Properties
Kohn-Sham gap ... 9.33 eV
Electronic energy ... -8832.9054 eV
Energy relative to the best compared isomer or geometry (same formula, charge and spin) ... 76.0 kcal/mol
HOMO level ... -8.98 eV
SMILES ... O[C@@H]1C=C=CCN1

Cartesian coordinates (Å):
O -0.22524 -0.04162 -1.92098
C -0.36177 -0.88693 -0.82522
C -1.51039 -0.48787 0.14876
C -1.21921 0.71582 0.59992
C -0.07617 1.37388 0.65987
C 1.14211 0.42527 0.65351
N 0.85576 -0.85417 -0.00372
H -0.26676 0.85929 -1.56197
H -0.48027 -1.90084 -1.21661
H -2.20251 -1.20022 0.59379
H 0.06088 2.43175 0.45153
H 1.92756 0.94819 0.09373
H 1.53580 0.22561 1.65389
H 0.82022 -1.60813 0.67350

Entry 2:
Entry from the OMol25 dataset: C5H7NO as an isolated structure at a distorted geometry (ωB97M-V/def2-TZVPD).

## Properties
Kohn-Sham gap ... 10.37 eV
Electronic energy ... -8833.1335 eV
Energy relative to the best compared isomer or geometry (same formula, charge and spin) ... 70.8 kcal/mol
HOMO level ... -9.93 eV

Cartesian coordinates (Å):
C -1.72761 -0.69000 0.14391
C -0.69423 0.28763 -0.47500
C -0.66182 1.60836 0.18600
N -0.51974 2.00481 1.27435
C 0.71429 0.12707 0.25000
O 0.71925 0.25715 1.48306
C 1.98780 -0.18507 -0.45125
H -1.49973 -0.82085 1.20333
H -2.75519 -0.32369 0.05487
H -1.68617 -1.67435 -0.34415
H -0.79907 0.28286 -1.57618
H 2.74347 -0.00346 0.31068
H 2.23013 0.37880 -1.35733
H 1.94864 -1.24925 -0.70229